a.
An isolated ion of composition C7H16NO and charge +1. Source: OMol25; level of theory: wB97M-V/def2-TZVPD.

```
! wB97M-V def2-TZVPD RIJCOSX def2/J DEFGRID3
* xyz 1 1
C 0.117 0.591 0.297
C -2.275 0.992 0.494
H -0.859 -1.442 1.622
C -1.491 -0.277 -1.406
H 4.217 1.677 0.172
N -1.196 -0.069 0.029
H -1.960 1.965 -0.036
C 3.260 1.247 -0.124
H -0.716 -0.868 -1.916
H 1.410 -0.330 -1.359
H 2.717 1.948 -0.707
H 1.764 -1.835 1.027
C -1.391 -1.378 0.684
H -2.148 1.258 1.475
H -2.373 -0.920 -1.699
H -1.664 0.686 -1.861
H -2.409 -1.386 0.916
H 0.206 1.530 -0.272
H -0.959 -2.186 0.190
H 3.233 -0.682 0.786
O 1.301 -1.722 0.192
C 2.750 0.087 0.190
C 1.378 -0.354 -0.236
H 0.350 0.834 1.251
H -3.261 0.631 0.291
*
```

Properties
highest occupied orbital energy: -13.505 eV
SMILES: C=C[C@@H](O)C[N+](C)(C)C
frontier orbital gap: 10.8 eV

Okay, here come the Mulliken numbers, in e, for every atom: atom 1 (C): -0.94, atom 2 (C): -0.94, atom 3 (H): 0.39, atom 4 (C): -0.86, atom 5 (H): 0.28, atom 6 (N): 0.12, atom 7 (H): 0.39, atom 8 (C): -0.84, atom 9 (H): 0.37, atom 10 (H): 0.37, atom 11 (H): 0.24, atom 12 (H): 0.35, atom 13 (C): -1.04, atom 14 (H): 0.43, atom 15 (H): 0.36, atom 16 (H): 0.39, atom 17 (H): 0.37, atom 18 (H): 0.49, atom 19 (H): 0.48, atom 20 (H): 0.20, atom 21 (O): -0.50, atom 22 (C): -0.16, atom 23 (C): 0.19, atom 24 (H): 0.46, atom 25 (H): 0.40


b.
A 2-piece molecular cluster, C7H16NO overall. Source: OMol25; level of theory: wB97M-V/def2-TZVPD.

```
! wB97M-V def2-TZVPD RIJCOSX def2/J DEFGRID3
* xyz 1 1
H -1.479 -1.354 -1.853
C -1.271 -1.568 -0.805
H -0.026 -1.139 1.515
H 2.854 0.029 -1.507
H 3.711 -0.386 1.419
H -0.996 0.259 2.004
H -2.400 1.368 0.405
H -2.071 -2.192 -0.412
H -0.459 2.581 -0.334
O 1.606 -0.557 0.012
C -0.080 0.482 -0.552
C 0.236 1.814 0.017
H 0.251 1.813 1.104
H 1.228 2.111 -0.328
H -0.325 -2.102 -0.734
H -2.551 0.744 -1.248
H -1.786 -1.300 1.731
H 0.040 0.383 -1.624
H -3.282 -0.134 0.106
C -0.987 -0.641 1.397
C 2.750 -0.152 -0.437
N -1.176 -0.313 -0.029
H 4.815 -0.067 -0.023
C 3.822 -0.140 0.376
C -2.427 0.464 -0.202
*
```

Properties
highest occupied orbital energy (alpha / beta): -11.860 / -11.748 eV
frontier orbital gap (alpha / beta): 7.5 / 7.3 eV

Okay, here come the Mulliken numbers, in e, for every atom: atom 1 (H): 0.42, atom 2 (C): -0.93, atom 3 (H): 0.37, atom 4 (H): 0.36, atom 5 (H): 0.25, atom 6 (H): 0.41, atom 7 (H): 0.40, atom 8 (H): 0.39, atom 9 (H): 0.40, atom 10 (O): -0.45, atom 11 (C): 0.09, atom 12 (C): -1.33, atom 13 (H): 0.32, atom 14 (H): 0.45, atom 15 (H): 0.34, atom 16 (H): 0.39, atom 17 (H): 0.42, atom 18 (H): 0.49, atom 19 (H): 0.39, atom 20 (C): -0.91, atom 21 (C): 0.05, atom 22 (N): 0.05, atom 23 (H): 0.28, atom 24 (C): -0.78, atom 25 (C): -0.87


Which structure is most stable, and how do the rest compare? From most to least stable: a, b.


a.
One molecule with the formula C21H24FNO4. Source: OMol25; level of theory: wB97M-V/def2-TZVPD.

```
! wB97M-V def2-TZVPD RIJCOSX def2/J DEFGRID3
* xyz 0 1
H -0.199 -1.454 1.696
H 3.198 4.045 0.140
C -0.064 0.396 -0.118
C -4.063 0.329 1.515
C 6.290 -1.006 0.232
H 3.241 3.693 -1.612
C 1.271 -2.199 0.299
C -4.278 2.003 -0.681
H 7.344 -0.736 0.208
H -3.954 -0.316 2.372
H -4.378 2.645 -1.541
H 6.086 -1.740 -0.554
H 4.665 4.396 -0.806
H -6.183 0.053 1.324
C -2.924 0.952 1.002
H -2.184 2.295 -0.515
H -3.881 -3.568 -0.489
H -3.072 -2.489 0.656
H 6.052 -1.443 1.208
H -4.136 -1.821 -0.576
N -0.703 -0.898 -0.227
C 2.068 -0.934 0.128
C 3.461 -0.984 0.168
C -5.388 1.369 -0.162
C -0.172 -1.879 0.688
F -6.596 1.570 -0.737
C -2.232 -2.469 -1.350
O 5.588 0.193 0.016
C 2.204 1.428 -0.287
C -3.041 1.798 -0.094
H 3.932 -1.939 0.343
H 1.731 -2.837 1.056
H -0.779 -2.782 0.689
H -1.505 -3.266 -1.199
C -1.592 -1.098 -1.231
C -0.534 1.133 1.177
H -0.551 2.215 1.003
H -0.384 0.961 -1.000
H 1.692 2.358 -0.473
C -3.402 -2.597 -0.375
H -2.612 -2.543 -2.370
C 4.229 0.150 -0.012
H 1.276 -2.749 -0.648
C 1.439 0.276 -0.101
O 4.408 2.455 -0.423
C 3.830 3.708 -0.689
O -1.894 -0.199 -1.996
O -1.766 0.673 1.670
C -5.298 0.533 0.937
H 0.174 0.931 1.986
C 3.584 1.387 -0.249
*
```

Properties
highest occupied orbital energy: -8.034 eV
SMILES: CCC(=O)N1CCc2cc(OC)c(OC)cc2[C@@H]1COc1ccc(F)cc1
frontier orbital gap: 8.7 eV

Okay, here come the Mulliken numbers, in e, for every atom: atom 1 (H): 0.16, atom 2 (H): 0.34, atom 3 (C): -0.22, atom 4 (C): -0.48, atom 5 (C): -0.92, atom 6 (H): 0.35, atom 7 (C): -1.15, atom 8 (C): -0.69, atom 9 (H): 0.24, atom 10 (H): 0.43, atom 11 (H): 0.44, atom 12 (H): 0.35, atom 13 (H): 0.23, atom 14 (H): 0.41, atom 15 (C): 0.64, atom 16 (H): 0.29, atom 17 (H): 0.42, atom 18 (H): 0.28, atom 19 (H): 0.35, atom 20 (H): 0.20, atom 21 (N): 0.48, atom 22 (C): -0.21, atom 23 (C): -0.48, atom 24 (C): 0.34, atom 25 (C): -1.11, atom 26 (F): -0.36, atom 27 (C): -0.89, atom 28 (O): -0.46, atom 29 (C): -0.31, atom 30 (C): -0.19, atom 31 (H): 0.48, atom 32 (H): 0.51, atom 33 (H): 0.67, atom 34 (H): 0.27, atom 35 (C): 1.00, atom 36 (C): -1.11, atom 37 (H): 0.49, atom 38 (H): 0.69, atom 39 (H): 0.49, atom 40 (C): -0.97, atom 41 (H): 0.41, atom 42 (C): 1.13, atom 43 (H): 0.29, atom 44 (C): -0.95, atom 45 (O): -0.49, atom 46 (C): -0.90, atom 47 (O): -0.66, atom 48 (O): -0.44, atom 49 (C): -0.59, atom 50 (H): 0.53, atom 51 (C): 0.64


b.
One molecule with the formula C21H24FNO4. Source: OMol25; level of theory: wB97M-V/def2-TZVPD.

```
! wB97M-V def2-TZVPD RIJCOSX def2/J DEFGRID3
* xyz 0 1
C 2.639 1.604 -0.033
H -1.254 -1.383 -0.995
C -5.426 -2.224 0.607
H 4.164 2.853 0.801
O -1.976 1.289 -2.476
C -4.048 -1.219 -1.066
H -5.801 -3.092 1.125
N -1.720 -0.813 -1.682
H -6.784 0.814 2.955
C -1.323 0.476 -1.844
F 8.230 -2.278 0.454
H -4.355 2.661 0.202
H 7.750 0.717 2.025
H -4.149 -3.330 -0.699
C -7.475 0.093 2.514
H -8.156 -0.275 3.282
C 4.481 -0.454 0.239
C 4.826 0.836 0.634
C 2.277 0.313 -0.434
C 7.776 0.004 -0.019
H 6.681 -0.672 1.731
H -4.147 0.891 -1.190
C -4.502 -2.350 -0.412
C 3.884 1.859 0.489
H 0.854 -1.066 -1.231
H -5.710 2.538 -0.953
H 8.256 0.921 -0.363
H 7.050 -0.304 -0.774
H 5.172 -1.277 0.334
C -0.026 0.833 -1.232
O 6.016 1.212 1.176
C 0.977 -0.017 -0.987
H 1.936 2.416 -0.131
H 9.376 -1.245 -0.799
H 9.528 -0.856 0.947
C 7.055 0.268 1.308
H -2.895 -2.307 -2.521
C -5.439 2.547 0.107
C -3.009 -1.283 -2.155
O -6.806 -1.053 2.041
C -4.522 0.025 -0.669
C -5.910 -0.984 1.015
C 8.829 -1.081 0.135
H -8.049 0.581 1.723
O -5.903 1.397 0.771
H 0.085 1.894 -1.064
H -5.934 3.383 0.599
C -5.439 0.171 0.361
H -3.288 -0.627 -2.984
C 3.225 -0.699 -0.282
H 2.976 -1.707 -0.582
*
```

Properties
highest occupied orbital energy: -7.912 eV
SMILES: COc1ccc(CNC(=O)/C=C/c2ccc(OCCCF)cc2)cc1OC
frontier orbital gap: 8.2 eV

Okay, here come the Mulliken numbers, in e, for every atom: atom 1 (C): -0.59, atom 2 (H): 0.27, atom 3 (C): -0.60, atom 4 (H): 0.42, atom 5 (O): -0.65, atom 6 (C): 0.18, atom 7 (H): 0.42, atom 8 (N): -0.11, atom 9 (H): 0.24, atom 10 (C): 0.37, atom 11 (F): -0.29, atom 12 (H): 0.35, atom 13 (H): 0.37, atom 14 (H): 0.34, atom 15 (C): -0.70, atom 16 (H): 0.29, atom 17 (C): -0.41, atom 18 (C): 0.79, atom 19 (C): 0.84, atom 20 (C): -0.34, atom 21 (H): 0.37, atom 22 (H): 0.55, atom 23 (C): -0.78, atom 24 (C): -0.70, atom 25 (H): 0.33, atom 26 (H): 0.36, atom 27 (H): 0.30, atom 28 (H): 0.36, atom 29 (H): 0.41, atom 30 (C): -0.60, atom 31 (O): -0.44, atom 32 (C): 0.03, atom 33 (H): 0.32, atom 34 (H): 0.30, atom 35 (H): 0.28, atom 36 (C): -0.77, atom 37 (H): 0.47, atom 38 (C): -0.92, atom 39 (C): -1.50, atom 40 (O): -0.47, atom 41 (C): -0.34, atom 42 (C): 0.38, atom 43 (C): -0.39, atom 44 (H): 0.27, atom 45 (O): -0.46, atom 46 (H): 0.30, atom 47 (H): 0.25, atom 48 (C): 1.22, atom 49 (H): 0.40, atom 50 (C): -1.04, atom 51 (H): 0.32


Which structure is most stable, and how do the rest compare? From most to least stable: a, b.


a.
A 2-piece molecular cluster, C6H12N overall. Source: OMol25; level of theory: wB97M-V/def2-TZVPD.

```
! wB97M-V def2-TZVPD RIJCOSX def2/J DEFGRID3
* xyz 1 3
H -0.120 -0.711 1.668
H 1.621 2.025 1.176
C -0.319 -2.022 0.083
C 0.745 0.516 -1.367
H 0.391 2.657 0.240
H 1.391 -1.052 0.842
H 0.251 -2.436 -0.785
H -1.412 -1.733 -0.192
C 0.287 0.633 0.011
C -3.194 0.145 -0.209
H 0.173 -0.289 -1.873
C -2.183 0.729 0.131
N 0.376 -0.770 0.659
H -0.287 -2.679 0.932
H 0.749 1.358 -1.924
H 1.836 -0.005 -1.418
H -0.194 1.729 1.698
C 0.556 1.768 0.782
H -4.105 -0.302 -0.065
*
```

Properties
highest occupied orbital energy (alpha / beta): -11.801 / -14.901 eV
frontier orbital gap (alpha / beta): 8.6 / 7.5 eV

Okay, here come the Mulliken numbers, in e, for every atom: atom 1 (H): 0.49, atom 2 (H): 0.33, atom 3 (C): -0.73, atom 4 (C): -1.40, atom 5 (H): 0.39, atom 6 (H): 0.43, atom 7 (H): 0.34, atom 8 (H): 0.20, atom 9 (C): 0.65, atom 10 (C): -0.26, atom 11 (H): 0.33, atom 12 (C): -0.08, atom 13 (N): -0.26, atom 14 (H): 0.39, atom 15 (H): 0.49, atom 16 (H): 0.26, atom 17 (H): 0.33, atom 18 (C): -1.30, atom 19 (H): 0.40


b.
An isolated ion of composition C6H12N and charge +1. Source: OMol25; level of theory: wB97M-V/def2-TZVPD.

```
! wB97M-V def2-TZVPD RIJCOSX def2/J DEFGRID3
* xyz 1 3
C -1.921 -1.027 -0.198
H 2.664 0.450 -0.616
C -0.406 1.062 -0.022
H -0.001 -0.799 1.506
H 1.579 0.052 1.660
H 1.568 -1.595 0.852
H 2.119 -0.954 -1.140
H -1.810 2.287 0.777
C 0.632 0.069 -0.132
H -0.895 -0.019 -1.880
C -0.989 0.008 -0.769
H -1.317 -1.998 -0.326
N 1.849 0.086 -1.091
H -2.974 -1.124 -0.675
H 0.025 2.553 1.381
H 1.614 0.493 -1.993
C -0.708 2.032 0.783
C 1.073 -0.659 1.066
H -2.102 -0.917 0.816
*
```

Properties
highest occupied orbital energy (alpha / beta): -9.590 / -13.978 eV
frontier orbital gap (alpha / beta): 6.1 / 7.2 eV

Okay, here come the Mulliken numbers, in e, for every atom: atom 1 (C): -1.34, atom 2 (H): 0.37, atom 3 (C): 0.40, atom 4 (H): 0.20, atom 5 (H): 0.43, atom 6 (H): 0.58, atom 7 (H): 0.42, atom 8 (H): 0.29, atom 9 (C): 0.11, atom 10 (H): 0.36, atom 11 (C): 0.17, atom 12 (H): 0.31, atom 13 (N): -0.22, atom 14 (H): 0.35, atom 15 (H): 0.34, atom 16 (H): 0.36, atom 17 (C): -1.08, atom 18 (C): -1.45, atom 19 (H): 0.40


Which structure is most stable, and how do the rest compare? From most to least stable: b, a.


a.
A 2-piece molecular cluster, CH6N3O overall. Source: OMol25; level of theory: wB97M-V/def2-TZVPD.

```
! wB97M-V def2-TZVPD RIJCOSX def2/J DEFGRID3
* xyz 1 1
H -1.416 -0.545 -3.408
N -0.209 -0.163 -0.421
H 0.169 0.191 0.486
H 1.284 0.898 2.616
O 0.298 -0.693 2.215
C -0.184 -0.315 -1.626
N 0.793 0.653 1.775
N -0.525 -0.250 -2.897
H -0.034 1.187 1.816
H 0.077 0.038 -3.618
H -0.253 -1.001 3.062
*
```

Properties
highest occupied orbital energy: -15.366 eV
frontier orbital gap: 10.7 eV

Okay, here come the Mulliken numbers, in e, for every atom: atom 1 (H): 0.31, atom 2 (N): -0.17, atom 3 (H): 0.65, atom 4 (H): 0.32, atom 5 (O): -0.48, atom 6 (C): 0.45, atom 7 (N): -0.57, atom 8 (N): -0.38, atom 9 (H): 0.25, atom 10 (H): 0.27, atom 11 (H): 0.35


b.
An isolated ion of composition CH6N3O and charge +1. Source: OMol25; level of theory: wB97M-V/def2-TZVPD.

```
! wB97M-V def2-TZVPD RIJCOSX def2/J DEFGRID3
* xyz 1 1
H 0.029 -2.131 0.290
N 1.358 -0.048 0.781
H -1.601 -1.085 0.350
N -0.649 1.164 -0.256
O 1.399 0.025 -0.659
C 0.214 0.133 0.036
N -0.613 -1.129 -0.163
H -0.328 1.752 -1.072
H -0.573 -1.237 -1.165
H 1.778 0.786 1.379
H -1.015 1.771 0.479
*
```

Properties
highest occupied orbital energy: -15.057 eV
SMILES: N[C@]1([NH3+])NO1
frontier orbital gap: 11.0 eV

Okay, here come the Mulliken numbers, in e, for every atom: atom 1 (H): 0.47, atom 2 (N): -0.49, atom 3 (H): 0.40, atom 4 (N): -0.48, atom 5 (O): -0.31, atom 6 (C): 0.67, atom 7 (N): -0.49, atom 8 (H): 0.29, atom 9 (H): 0.35, atom 10 (H): 0.33, atom 11 (H): 0.26


c.
An isolated ion of composition CH6N3O and charge +1. Source: OMol25; level of theory: wB97M-V/def2-TZVPD.

```
! wB97M-V def2-TZVPD RIJCOSX def2/J DEFGRID3
* xyz 1 1
H 1.127 -0.946 -1.830
O 1.531 0.147 0.054
H 0.141 1.878 0.115
N 0.932 -0.160 -1.179
N -0.403 -1.144 0.603
N -0.562 1.095 0.072
C 0.249 -0.150 -0.023
H -1.088 1.056 0.901
H -0.434 -0.936 1.645
H -0.244 -2.113 0.393
H -1.248 1.273 -0.751
*
```

Properties
highest occupied orbital energy: -14.632 eV
SMILES: N[C@]1([NH3+])NO1
frontier orbital gap: 10.8 eV

Okay, here come the Mulliken numbers, in e, for every atom: atom 1 (H): 0.28, atom 2 (O): -0.36, atom 3 (H): 0.37, atom 4 (N): -0.45, atom 5 (N): -0.50, atom 6 (N): -0.32, atom 7 (C): 0.73, atom 8 (H): 0.31, atom 9 (H): 0.26, atom 10 (H): 0.27, atom 11 (H): 0.40


Which structure is most stable, and how do the rest compare? From most to least stable: c, b, a.


a.
A 3-piece molecular cluster, CH8N5 overall. Source: OMol25; level of theory: wB97M-V/def2-TZVPD.

```
! wB97M-V def2-TZVPD RIJCOSX def2/J DEFGRID3
* xyz 1 1
N -3.324 -0.780 -0.784
N -1.477 -1.385 0.330
H 2.828 1.589 -0.881
H -4.354 -0.482 -0.784
H 3.159 2.364 0.371
H -3.253 -2.162 0.744
N 0.305 0.264 -0.248
C -2.694 -1.469 0.157
N 3.175 1.406 0.028
H 0.990 -1.059 1.020
N 1.066 -0.062 0.586
H 2.350 0.850 0.553
H -2.768 0.041 -1.131
H 3.996 0.887 0.040
*
```

Properties
highest occupied orbital energy (alpha / beta): -12.636 / -12.297 eV
frontier orbital gap (alpha / beta): 8.4 / 8.7 eV

Okay, here come the Mulliken numbers, in e, for every atom: atom 1 (N): -0.46, atom 2 (N): -0.43, atom 3 (H): 0.36, atom 4 (H): 0.28, atom 5 (H): 0.37, atom 6 (H): 0.34, atom 7 (N): -0.16, atom 8 (C): 0.06, atom 9 (N): -0.53, atom 10 (H): 0.30, atom 11 (N): -0.14, atom 12 (H): 0.44, atom 13 (H): 0.24, atom 14 (H): 0.34


b.
An isolated ion of composition CH8N5 and charge +1. Source: OMol25; level of theory: wB97M-V/def2-TZVPD.

```
! wB97M-V def2-TZVPD RIJCOSX def2/J DEFGRID3
* xyz 1 1
N 1.050 -1.325 -0.082
N -1.384 -0.437 0.313
H 0.679 -2.029 0.559
H 1.844 -1.643 -0.542
N 1.922 0.748 -0.366
H -2.954 -0.190 -0.952
H 1.753 1.770 -0.555
N -0.181 0.338 0.654
H -0.321 1.400 0.833
N -2.099 0.315 -0.621
H 2.814 0.485 -0.437
C 1.009 -0.063 0.139
H -2.354 1.224 -0.204
H -1.779 -0.593 1.261
*
```

Properties
highest occupied orbital energy: -13.623 eV
SMILES: NNNC(N)=[NH2+]
frontier orbital gap: 10.5 eV

Okay, here come the Mulliken numbers, in e, for every atom: atom 1 (N): -0.32, atom 2 (N): -0.15, atom 3 (H): 0.27, atom 4 (H): 0.20, atom 5 (N): -0.36, atom 6 (H): 0.28, atom 7 (H): 0.25, atom 8 (N): -0.22, atom 9 (H): 0.30, atom 10 (N): -0.55, atom 11 (H): 0.20, atom 12 (C): 0.61, atom 13 (H): 0.23, atom 14 (H): 0.25


c.
A 2-piece molecular cluster, CH8N5 overall. Source: OMol25; level of theory: wB97M-V/def2-TZVPD.

```
! wB97M-V def2-TZVPD RIJCOSX def2/J DEFGRID3
* xyz 1 1
H 0.192 0.732 1.492
H -0.028 -2.208 0.527
H 1.532 -0.018 -1.844
H -0.924 1.960 2.116
N -1.082 -0.644 0.390
H 1.633 -0.237 -0.167
N -0.603 1.377 1.348
H -1.848 -1.109 -0.103
N -2.566 0.958 0.015
N -0.001 -1.215 0.697
N 1.671 -0.599 -1.071
H -2.989 1.896 0.112
H 2.419 -1.197 -1.292
C -1.421 0.718 0.577
*
```

Properties
highest occupied orbital energy (alpha / beta): -14.224 / -14.224 eV
frontier orbital gap (alpha / beta): 7.6 / 7.6 eV

Okay, here come the Mulliken numbers, in e, for every atom: atom 1 (H): 0.29, atom 2 (H): 0.28, atom 3 (H): 0.21, atom 4 (H): 0.27, atom 5 (N): 0.47, atom 6 (H): 0.25, atom 7 (N): -0.33, atom 8 (H): 0.36, atom 9 (N): -0.59, atom 10 (N): -0.67, atom 11 (N): -0.51, atom 12 (H): 0.28, atom 13 (H): 0.22, atom 14 (C): 0.46


Which structure is most stable, and how do the rest compare? From most to least stable: b, c, a.